# 1
Molecular formula: C5H8Br2N2
Method: DFT, wB97M-V/def2-TZVPD

XYZ file:
```
17
Properties=species:S:1:pos:R:3:lowdin_charge:R:1
Br 1.28 -0.46 -2.65 0.614
Br 2.51 1.73 1.19 0.619
C 1.84 -0.11 -0.83 -0.736
C 1.95 1.38 -0.62 -0.739
H 1.10 -0.58 -0.16 0.040
H 2.81 -0.63 -0.68 0.062
H 2.70 1.84 -1.30 0.060
H 0.99 1.90 -0.78 0.055
N -1.58 0.85 0.49 0.043
C -1.96 -0.03 -0.42 -0.224
C -1.31 0.12 1.62 -0.180
C -1.53 -1.22 1.39 -0.123
N -1.94 -1.30 0.08 0.029
H -2.25 0.19 -1.45 0.117
H -0.97 0.59 2.54 0.097
H -1.44 -2.11 2.02 0.108
H -2.20 -2.15 -0.43 0.157
```

Properties
Total charge: 0
DFT total energy, a.u.: -5452.8663
Kohn-Sham gap, eV: 9.6
Energy above the lowest of the compared OMol25 structures with the same formula, charge and spin, kcal/mol: 0.0
Structure (SMILES): c1c[nH]cn1.BrCCBr
LUMO energy, eV: 0.61


# 2
Molecular formula: C8H17N3O3
Method: DFT, wB97M-V/def2-TZVPD

XYZ file:
```
31
Properties=species:S:1:pos:R:3:lowdin_charge:R:1
C 2.08 -2.22 0.54 -0.141
C 0.65 -2.30 -0.23 -0.486
C -0.42 -0.40 1.14 -0.258
C -1.40 -0.97 2.08 -0.468
C -0.69 1.07 0.81 -0.145
C 0.28 1.59 -0.21 -0.202
C 0.16 1.08 -1.66 -0.251
C -1.12 1.35 -2.34 -0.363
H 2.67 -0.35 0.47 0.070
H 3.10 -0.99 1.93 0.059
H 2.78 -2.53 -0.34 0.133
H 1.84 -3.12 1.19 0.131
H -1.16 -1.80 -0.29 0.157
H 0.47 -0.35 1.76 0.126
H -1.72 1.10 0.42 0.117
H -0.79 1.66 1.75 0.140
H 0.19 2.70 -0.33 0.113
H 1.33 1.30 0.16 0.117
H 1.04 1.51 -2.24 0.127
H 0.43 -0.01 -1.79 0.105
H -1.20 0.69 -3.30 0.140
H -2.03 0.86 -1.84 0.122
H -0.62 3.18 -2.93 0.079
H -1.63 3.17 -1.56 0.078
H -1.85 -1.03 3.90 0.125
N 2.40 -0.96 1.24 -0.002
N -0.30 -1.38 0.05 0.125
N -1.43 2.74 -2.48 -0.014
O 0.46 -3.19 -1.03 0.050
O -2.35 -1.72 1.78 0.079
O -1.17 -0.66 3.35 0.141
```

Properties
Total charge: 0
DFT total energy, a.u.: -704.9946
Kohn-Sham gap, eV: 9.8
Energy above the lowest of the compared OMol25 structures with the same formula, charge and spin, kcal/mol: 26.1
Structure (SMILES): NCCCC[C@H](NC(=O)CN)C(=O)O
LUMO energy, eV: 0.55


# 3
Molecular formula: C4H7FS
Method: DFT, wB97M-V/def2-TZVPD

XYZ file:
```
13
Properties=species:S:1:pos:R:3:lowdin_charge:R:1
C -2.74 0.02 0.15 -0.494
C -0.02 0.00 -0.29 -0.455
C 1.28 -0.40 -0.25 -0.502
C 2.58 0.25 0.06 -0.047
H -2.63 0.90 0.97 0.079
H -3.27 0.55 -0.81 0.076
H -3.49 -0.78 0.64 0.059
H -0.43 1.09 -0.58 0.125
H 2.94 -0.33 1.01 0.126
H 2.38 1.40 0.02 0.115
H 3.26 0.01 -0.79 0.077
F 1.50 -1.65 0.06 0.025
S -1.34 -1.05 -0.20 0.815
```

Properties
Total charge: 0
DFT total energy, a.u.: -654.5695
Kohn-Sham gap, eV: 8.8
Energy above the lowest of the compared OMol25 structures with the same formula, charge and spin, kcal/mol: 59.9
Structure (SMILES): CS/C=C(/C)F
LUMO energy, eV: 0.92


# 4
Molecular formula: C31H31AuBr2ClIN4O2Te
Method: DFT, wB97M-V/def2-TZVPD

XYZ file:
```
74
Properties=species:S:1:pos:R:3:lowdin_charge:R:1
Au -0.01 3.70 0.44 0.312
Br 2.14 0.66 4.58 0.753
C 0.40 1.40 4.44 -0.613
C -0.49 1.18 5.49 -0.184
C -1.75 1.73 5.46 -0.641
Br -2.93 1.39 6.91 0.747
C -2.15 2.54 4.38 -0.191
C -3.40 3.18 4.30 -0.033
C -3.70 3.99 3.24 -0.051
C -2.73 4.16 2.24 -0.159
N -1.56 3.57 2.27 0.026
C -1.23 2.76 3.31 -0.126
C 0.10 2.15 3.30 -0.446
O 0.91 2.32 2.33 -0.354
H -0.18 0.58 6.33 0.093
H -4.12 3.03 5.09 0.074
H -4.65 4.50 3.17 0.106
H -2.93 4.82 1.39 0.107
C -3.54 -3.41 -2.55 -0.047
C -2.13 -3.64 -1.99 -0.523
C -2.20 -4.84 -1.05 -0.039
C -1.18 -3.96 -3.15 -0.037
C -1.63 -2.38 -1.19 -0.434
O -2.49 -2.13 -0.09 0.004
C -0.15 -2.56 -0.75 -0.107
C 0.24 -2.03 0.64 -0.123
C 1.71 -2.31 0.83 -0.229
C 2.67 -1.39 0.44 -0.036
C 4.02 -1.68 0.51 -0.096
C 4.43 -2.91 1.00 -0.672
Cl 6.12 -3.27 1.11 0.658
C 3.50 -3.85 1.41 -0.100
C 2.15 -3.55 1.32 -0.033
C -1.76 -1.13 -2.08 -0.043
N -1.74 0.14 -1.35 -0.085
C -0.71 0.91 -0.99 -0.129
N -1.18 2.00 -0.40 -0.029
C -2.53 1.83 -0.42 -0.178
N -2.91 0.72 -0.99 0.141
H -4.00 -4.38 -2.79 0.089
H -3.53 -2.83 -3.48 0.082
H -4.18 -2.90 -1.82 0.094
H -2.37 -5.75 -1.63 0.093
H -3.04 -4.76 -0.35 0.090
H -1.29 -5.00 -0.47 0.082
H -1.59 -4.79 -3.74 0.092
H -0.19 -4.26 -2.81 0.086
H -1.06 -3.11 -3.83 0.084
H -2.52 -2.91 0.47 0.096
H 0.50 -2.08 -1.49 0.124
H 0.11 -3.62 -0.77 0.099
H -0.34 -2.53 1.42 0.121
H 0.05 -0.96 0.72 0.106
H 2.35 -0.41 0.08 0.067
H 4.76 -0.94 0.21 0.106
H 3.83 -4.80 1.80 0.105
H 1.42 -4.28 1.64 0.118
H -2.72 -1.13 -2.58 0.119
H -0.97 -1.11 -2.82 0.133
H 0.33 0.69 -1.17 0.112
H -3.23 2.54 -0.01 0.107
I 1.18 5.99 0.33 0.208
Te 2.60 2.87 0.14 1.104
C 3.23 3.46 -1.79 -0.644
C 3.14 2.54 -2.83 -0.167
C 3.60 2.86 -4.10 -0.090
C 4.15 4.12 -4.33 -0.081
C 4.25 5.04 -3.30 -0.079
C 3.80 4.71 -2.03 -0.183
H 2.70 1.56 -2.66 0.077
H 3.53 2.14 -4.90 0.103
H 4.51 4.37 -5.32 0.104
H 4.68 6.02 -3.48 0.106
H 3.89 5.43 -1.22 0.055
```

Properties
Total charge: 0
DFT total energy, a.u.: -7879.0347
Kohn-Sham gap (alpha / beta), eV: 4.7 / 4.7
Energy above the lowest of the compared OMol25 structures with the same formula, charge and spin, kcal/mol: 18.1
LUMO energy (alpha / beta), eV: -2.29 / -2.29


# 5
Molecular formula: C2H9N3O
Method: DFT, wB97M-V/def2-TZVPD

XYZ file:
```
15
Properties=species:S:1:pos:R:3:lowdin_charge:R:1
N -0.39 -0.52 -1.85 0.040
C -1.11 -1.53 -1.41 -0.318
N -1.50 -1.84 -0.11 0.085
H 0.02 0.37 -0.40 0.081
H -0.47 -0.71 -2.85 0.046
H -1.20 -2.48 -1.96 0.116
H -2.44 -2.25 -0.12 0.108
H -1.14 -1.27 0.58 0.031
N 1.73 2.00 0.76 -0.010
C 0.87 1.06 1.39 -0.344
O -0.33 0.66 0.59 -0.192
H 2.22 2.68 1.44 0.113
H 1.81 2.15 -0.20 0.039
H 1.25 0.10 1.75 0.085
H 0.67 1.58 2.39 0.119
```

Properties
Total charge: 0
DFT total energy, a.u.: -321.0361
Kohn-Sham gap, eV: 9.5
Energy above the lowest of the compared OMol25 structures with the same formula, charge and spin, kcal/mol: 60.0
Structure (SMILES): [H]/N=C/N.NCO
LUMO energy, eV: 0.96


# 6
Molecular formula: C4H11N3O5
Method: DFT, wB97M-V/def2-TZVPD

XYZ file:
```
23
Properties=species:S:1:pos:R:3:lowdin_charge:R:1
C -1.18 -2.59 1.06 -0.070
C -1.98 1.24 -0.71 -0.048
C -0.06 -1.65 1.47 -0.229
C 0.06 -0.10 -0.40 -0.692
N 2.11 1.57 -2.16 0.162
N 0.93 1.11 -0.17 0.239
N 1.54 1.57 0.92 -0.489
O 0.92 1.32 1.93 0.108
O 2.58 2.14 0.88 0.095
O 0.09 -0.33 -1.69 0.143
O -1.12 0.47 0.17 -0.095
O 0.58 -1.12 0.31 -0.008
H -0.70 -3.15 0.35 0.040
H -1.40 -3.37 1.88 0.105
H -2.15 -2.22 0.68 0.086
H -1.36 1.83 -1.43 0.098
H -2.61 1.91 -0.01 0.117
H -2.73 0.56 -1.26 0.106
H 0.83 -2.20 1.95 0.149
H -0.35 -0.83 2.22 0.131
H 2.41 2.47 -1.81 0.004
H 2.96 1.04 -2.14 0.007
H 0.65 0.35 -2.04 0.042
```

Properties
Total charge: 0
DFT total energy, a.u.: -699.1674
Kohn-Sham gap (alpha / beta), eV: 8.3 / 9.1
Energy above the lowest of the compared OMol25 structures with the same formula, charge and spin, kcal/mol: 97.6
LUMO energy (alpha / beta), eV: -1.79 / -1.18


# 7
Molecular formula: CH8N2S
Method: DFT, wB97M-V/def2-TZVPD

XYZ file:
```
12
Properties=species:S:1:pos:R:3:lowdin_charge:R:1
S 2.35 -1.02 1.17 0.430
H 1.04 -0.52 1.48 -0.176
H 2.57 -1.04 2.48 -0.255
N -2.64 1.11 -0.49 -0.015
C -1.30 0.58 -0.32 -0.385
N -0.79 0.32 -1.65 -0.039
H -2.56 2.06 -0.75 0.050
H -3.25 0.63 -1.09 0.040
H -0.68 1.26 0.27 0.101
H -1.33 -0.41 0.29 0.115
H -1.52 -0.04 -2.21 0.036
H -0.18 0.87 -2.32 0.098
```

Properties
Total charge: 0
DFT total energy, a.u.: -550.5445
Kohn-Sham gap, eV: 9.4
Energy above the lowest of the compared OMol25 structures with the same formula, charge and spin, kcal/mol: 22.0
Structure (SMILES): NCN.S
LUMO energy, eV: 0.92


# 8
Molecular formula: C39H31DyI2N2O5S2
Method: DFT, wB97M-V/def2-TZVPD

XYZ file:
```
82
Properties=species:S:1:pos:R:3:lowdin_charge:R:1
Dy -0.38 0.03 -0.26 1.657
I 0.04 -2.54 4.21 0.936
C -0.96 -0.70 4.02 -0.601
C -1.50 -0.04 5.11 -0.221
C -2.17 1.15 4.92 -0.643
I -3.01 2.10 6.62 0.868
C -2.29 1.73 3.64 -0.207
C -2.99 2.92 3.35 -0.036
C -2.98 3.42 2.07 -0.037
C -2.25 2.74 1.08 -0.105
N -1.64 1.60 1.30 0.036
C -1.66 1.07 2.54 -0.131
C -1.04 -0.22 2.71 -0.444
O -0.59 -0.90 1.72 -0.294
H -1.41 -0.47 6.09 0.082
H -3.53 3.43 4.13 0.059
H -3.50 4.33 1.83 0.106
H -2.19 3.14 0.07 0.116
O 1.88 -0.61 -1.52 -0.610
S 3.05 -1.52 -1.42 1.054
C 3.12 -2.43 -3.05 -0.274
C 1.75 -2.55 -3.71 -0.229
C 1.40 -1.31 -4.54 -0.226
C -0.06 -1.24 -4.94 -0.265
S -1.17 -0.64 -3.56 1.071
O -0.49 -1.12 -2.33 -0.622
C -0.76 1.12 -3.74 -0.378
C -1.64 1.85 -4.52 -0.089
C -1.44 3.22 -4.67 -0.064
C -0.37 3.83 -4.05 -0.067
C 0.49 3.09 -3.26 -0.050
C 0.30 1.73 -3.09 -0.079
C 2.46 -2.92 -0.45 -0.359
C 1.12 -2.99 -0.08 -0.081
C 0.68 -4.05 0.69 -0.070
C 1.57 -5.04 1.10 -0.071
C 2.90 -4.97 0.72 -0.067
C 3.35 -3.91 -0.05 -0.081
H 3.55 -3.40 -2.84 0.085
H 3.80 -1.86 -3.68 0.088
H 0.99 -2.69 -2.94 0.092
H 1.73 -3.43 -4.36 0.124
H 2.02 -1.29 -5.44 0.125
H 1.65 -0.42 -3.96 0.091
H -0.44 -2.23 -5.19 0.091
H -0.23 -0.57 -5.77 0.093
H -2.48 1.36 -4.98 0.113
H -2.13 3.80 -5.26 0.108
H -0.21 4.89 -4.17 0.108
H 1.31 3.58 -2.76 0.108
H 0.99 1.16 -2.47 0.076
H 0.41 -2.22 -0.39 0.056
H -0.36 -4.09 0.98 0.112
H 1.22 -5.85 1.71 0.108
H 3.59 -5.74 1.03 0.108
H 4.39 -3.84 -0.34 0.115
O -2.37 -1.10 -0.41 -0.083
C -2.87 -0.19 -1.09 -0.643
O -2.20 0.82 -1.47 -0.169
C -4.31 -0.31 -1.50 -0.126
C -4.88 0.59 -2.39 -0.018
C -6.21 0.47 -2.72 -0.078
C -6.97 -0.56 -2.17 -0.084
C -6.40 -1.46 -1.29 -0.072
C -5.07 -1.34 -0.95 -0.008
H -4.26 1.38 -2.79 0.109
H -6.67 1.17 -3.40 0.102
H -8.02 -0.65 -2.44 0.102
H -7.00 -2.24 -0.85 0.104
H -4.60 -2.02 -0.26 0.120
N 7.05 0.54 1.31 0.143
C 5.91 0.68 1.20 -0.211
C 4.52 0.81 1.06 -0.269
C 3.67 -0.15 1.59 -0.060
C 2.30 -0.05 1.40 -0.177
C 1.68 0.98 0.65 -0.234
C 2.59 1.95 0.18 -0.146
C 3.96 1.89 0.37 -0.048
H 4.08 -0.99 2.14 0.120
H 1.70 -0.83 1.86 0.060
H 2.21 2.81 -0.37 0.075
H 4.61 2.66 -0.03 0.112
```

Properties
Total charge: 0
DFT total energy, a.u.: -4267.3679
Kohn-Sham gap (alpha / beta), eV: 7.4 / 7.5
LUMO energy (alpha / beta), eV: 0.08 / 0.08
Multiplicity: 6


# 9
Molecular formula: C43H90N2O29PS2
Method: DFT, wB97M-V/def2-TZVPD

XYZ file:
```
167
Properties=species:S:1:pos:R:3:lowdin_charge:R:1
C -3.17 1.68 2.34 -0.052
C -2.82 2.74 1.28 -0.222
O -1.66 2.42 0.52 -0.166
C -1.89 1.74 -0.68 -0.229
C -2.16 0.24 -0.50 -0.210
P -0.74 -0.85 -0.17 1.103
C -0.86 -2.27 -1.34 -0.320
N 0.20 -2.24 -2.33 -0.011
C -0.93 -1.59 1.48 -0.252
C 0.04 -2.74 1.83 -0.279
C 1.28 -2.39 2.69 -0.428
S 2.73 -2.46 1.58 0.914
C 3.85 -1.22 2.21 -1.084
S 4.38 -0.09 1.17 0.777
N 4.18 -1.35 3.55 -0.175
C 4.98 -0.23 4.08 -0.265
C 4.22 1.09 4.17 -0.096
C 4.83 -2.67 3.85 -0.223
C 4.02 -3.58 4.76 -0.063
C 0.87 -0.01 -0.50 -0.280
O 0.99 1.26 0.04 -0.179
C 0.96 1.37 1.46 -0.262
C 1.18 2.83 1.83 -0.025
H -3.53 2.14 3.26 0.071
H -2.28 1.08 2.57 0.057
H -3.95 1.01 1.98 0.066
H -2.59 3.68 1.78 0.119
H -3.68 2.93 0.62 0.122
H -1.02 1.89 -1.31 0.123
H -2.75 2.17 -1.21 0.131
H -2.61 -0.14 -1.43 0.092
H -2.89 0.05 0.29 0.076
H -1.88 -2.27 -1.73 0.096
H -0.76 -3.17 -0.74 0.087
H 0.09 -1.44 -2.94 0.056
H 0.13 -3.05 -2.94 0.090
H -1.94 -2.01 1.45 0.097
H -0.94 -0.83 2.25 0.080
H 0.38 -3.25 0.93 0.071
H -0.54 -3.47 2.40 0.117
H 1.36 -3.13 3.48 0.054
H 1.22 -1.40 3.14 0.081
H 5.91 -0.12 3.52 0.109
H 5.25 -0.53 5.10 0.116
H 4.57 1.82 3.44 0.056
H 3.16 0.92 4.02 0.063
H 4.36 1.52 5.16 0.072
H 5.78 -2.45 4.34 0.117
H 5.08 -3.19 2.93 0.103
H 4.09 -3.29 5.81 0.081
H 4.40 -4.60 4.68 0.084
H 2.97 -3.61 4.47 0.038
H 1.68 -0.70 -0.23 0.059
H 0.91 0.12 -1.58 0.109
H 1.72 0.72 1.90 0.077
H -0.03 1.06 1.83 0.079
H 2.12 2.99 2.34 0.070
H 0.36 3.19 2.46 0.065
H 1.14 3.42 0.91 0.091
C 6.70 0.46 -1.42 -0.060
O 7.57 1.48 -1.89 -0.010
C 8.36 2.00 -0.95 -0.647
O 8.40 1.67 0.20 0.120
O 9.08 2.97 -1.51 0.007
C 9.97 3.65 -0.61 -0.026
H 6.12 0.13 -2.27 0.096
H 7.26 -0.38 -1.01 0.102
H 6.03 0.86 -0.66 0.013
H 10.70 2.94 -0.20 0.099
H 9.42 4.12 0.19 0.097
H 10.48 4.40 -1.21 0.096
C 7.70 2.20 6.28 -0.042
O 7.27 1.73 7.56 -0.003
C 7.30 2.66 8.52 -0.626
O 7.63 3.80 8.38 0.129
O 6.89 2.09 9.66 0.004
C 6.88 2.98 10.78 -0.033
H 7.62 1.36 5.61 0.085
H 7.04 3.00 5.93 0.096
H 8.72 2.55 6.32 0.100
H 6.20 3.81 10.61 0.098
H 7.88 3.36 10.98 0.099
H 6.53 2.39 11.62 0.094
C -4.53 3.26 8.55 -0.027
O -3.19 3.60 8.15 0.014
C -2.86 3.18 6.93 -0.622
O -3.56 2.57 6.17 0.110
O -1.60 3.56 6.69 0.012
C -1.14 3.17 5.40 -0.053
H -4.65 3.66 9.55 0.096
H -5.25 3.71 7.88 0.099
H -4.66 2.18 8.56 0.098
H -1.76 3.61 4.62 0.087
H -1.15 2.08 5.31 0.094
H -0.12 3.53 5.31 0.094
C -5.35 -2.95 0.80 -0.034
O -6.47 -2.54 0.02 0.010
C -6.21 -1.59 -0.87 -0.631
O -5.12 -1.12 -1.10 0.094
O -7.34 -1.25 -1.47 0.011
C -7.21 -0.24 -2.48 -0.026
H -5.69 -3.74 1.45 0.104
H -4.55 -3.33 0.16 0.080
H -4.98 -2.11 1.40 0.091
H -6.56 -0.58 -3.28 0.099
H -6.81 0.68 -2.05 0.090
H -8.21 -0.06 -2.86 0.105
C -0.11 -1.59 -9.17 -0.030
O 0.83 -0.84 -8.39 0.018
C 1.10 -1.37 -7.21 -0.622
O 0.61 -2.37 -6.74 0.107
O 1.99 -0.59 -6.59 0.014
C 2.40 -1.09 -5.32 -0.036
H -0.24 -1.06 -10.10 0.100
H 0.27 -2.59 -9.37 0.100
H -1.07 -1.66 -8.65 0.091
H 2.89 -2.05 -5.41 0.103
H 1.53 -1.19 -4.66 0.065
H 3.09 -0.36 -4.91 0.097
C -2.17 -8.70 -1.52 -0.030
O -2.75 -7.44 -1.15 -0.002
C -3.60 -6.95 -2.05 -0.626
O -3.89 -7.45 -3.11 0.139
O -4.07 -5.79 -1.59 -0.012
C -5.00 -5.14 -2.46 -0.026
H -1.52 -8.98 -0.71 0.094
H -2.95 -9.45 -1.65 0.101
H -1.60 -8.60 -2.45 0.099
H -5.88 -5.76 -2.63 0.107
H -4.54 -4.90 -3.41 0.101
H -5.30 -4.23 -1.96 0.072
C -8.65 1.04 0.70 -0.037
O -9.09 2.33 1.14 0.008
C -9.94 2.92 0.30 -0.623
O -10.31 2.47 -0.75 0.123
O -10.30 4.09 0.82 0.008
C -11.22 4.84 0.02 -0.030
H -7.95 0.68 1.46 0.096
H -9.49 0.36 0.62 0.107
H -8.14 1.12 -0.26 0.070
H -12.15 4.28 -0.11 0.099
H -10.79 5.07 -0.95 0.098
H -11.42 5.75 0.57 0.095
C 5.20 7.68 -3.51 -0.034
O 5.70 7.11 -2.29 0.007
C 5.38 5.83 -2.11 -0.621
O 4.72 5.16 -2.86 0.123
O 5.91 5.43 -0.96 0.013
C 5.66 4.05 -0.66 -0.030
H 5.54 8.71 -3.51 0.094
H 5.60 7.15 -4.37 0.098
H 4.11 7.65 -3.53 0.097
H 6.09 3.41 -1.43 0.087
H 4.59 3.87 -0.58 0.097
H 6.13 3.86 0.30 0.101
C -4.84 -5.18 -12.55 -0.033
O -3.90 -4.45 -11.76 0.004
C -3.64 -4.99 -10.57 -0.625
O -4.12 -6.01 -10.14 0.128
O -2.76 -4.22 -9.94 -0.003
C -2.38 -4.69 -8.65 -0.036
H -4.94 -4.63 -13.48 0.094
H -4.46 -6.18 -12.76 0.099
H -5.80 -5.25 -12.05 0.098
H -1.91 -5.67 -8.71 0.102
H -3.25 -4.75 -7.99 0.098
H -1.67 -3.97 -8.26 0.071
```

Properties
Total charge: +1
DFT total energy, a.u.: -5121.4258
Kohn-Sham gap, eV: 8.6
LUMO energy, eV: -2.22